DFT (ωB97M-V/def2-TZVPD) results for a structure of composition C34H38BaN4O5S3 at a distorted geometry.

Values from the calculation:
Relative energy (zero: lowest compared OMol25 entry of this formula, charge and spin) = 0.0 kJ/mol
E_tot = -3133.637105 hartree
Maximum force = 4.339 eV/A

Last column: Mulliken charge in e.
Positions of all 85 atoms, in Å:
Ba -0.735 0.215 0.709  2.197
O -4.690 -3.204 1.725  -0.688
C -3.590 -3.957 1.829  0.597
C -3.767 -5.338 1.691  -0.772
C -2.699 -6.195 1.827  -0.238
C -1.419 -5.708 2.095  -1.027
C -1.238 -4.347 2.208  -0.304
C -2.299 -3.445 2.081  -0.038
C -1.965 -2.004 2.165  0.795
O -0.741 -1.632 2.099  -0.613
N -3.014 -1.160 2.231  -0.511
N -2.790 0.236 2.170  -0.400
C -1.965 0.780 2.981  -1.039
C -1.585 2.256 2.691  1.571
C -2.515 3.267 2.861  -0.935
C -2.152 4.569 2.560  -0.464
C -0.869 4.819 2.106  -0.640
C -0.002 3.751 1.954  -0.571
N -0.334 2.490 2.223  0.070
H -4.417 -2.263 1.892  0.424
H -4.764 -5.702 1.481  0.427
H -2.860 -7.261 1.723  0.356
H -0.580 -6.382 2.199  0.419
H -0.251 -3.938 2.384  0.311
H -1.435 0.245 3.770  0.263
H -3.504 3.023 3.223  0.533
H -2.860 5.378 2.683  0.423
H -0.540 5.822 1.870  0.472
H 1.008 3.907 1.589  0.449
O 1.767 0.349 -0.745  -0.115
S 3.003 0.261 -1.631  -0.111
C 3.005 1.749 -2.641  -1.081
C 1.606 2.293 -2.935  -0.124
C 1.185 3.269 -1.845  -0.500
C -0.068 4.087 -2.132  -1.016
S -1.617 3.222 -1.811  -0.090
O -1.248 2.083 -0.855  -0.445
C -1.905 2.433 -3.372  0.625
C -1.991 1.052 -3.390  -0.564
C -2.256 0.418 -4.601  -0.496
C -2.441 1.165 -5.752  -0.516
C -2.376 2.556 -5.709  -0.567
C -2.112 3.203 -4.514  -0.641
C 2.658 -0.913 -2.911  0.632
C 1.407 -1.489 -2.982  -0.494
C 1.157 -2.425 -3.984  -0.574
C 2.154 -2.767 -4.880  -0.488
C 3.417 -2.188 -4.786  -0.497
C 3.679 -1.261 -3.795  -0.641
H 3.547 1.460 -3.543  0.529
H 3.609 2.489 -2.112  0.502
H 0.897 1.469 -3.041  -0.128
H 1.619 2.809 -3.900  0.556
H 1.995 3.990 -1.690  0.553
H 1.053 2.734 -0.905  -0.033
H -0.112 4.428 -3.168  0.578
H -0.108 4.964 -1.484  0.417
H -1.849 0.451 -2.504  0.537
H -2.314 -0.663 -4.610  0.512
H -2.650 0.668 -6.690  0.395
H -2.534 3.136 -6.609  0.392
H -2.080 4.285 -4.478  0.465
H 0.626 -1.237 -2.285  0.575
H 0.171 -2.870 -4.030  0.542
H 1.956 -3.497 -5.654  0.405
H 4.198 -2.469 -5.480  0.378
H 4.667 -0.822 -3.705  0.432
C 3.564 0.175 5.614  -1.163
C 3.415 0.575 4.152  -0.594
S 1.920 0.018 3.368  0.695
O 0.781 0.346 4.324  -0.720
C 2.163 -1.778 3.417  -0.742
C 1.405 -2.449 4.552  -1.100
H 4.286 0.831 6.099  0.397
H 3.917 -0.851 5.715  0.268
H 2.612 0.268 6.134  0.289
H 4.229 0.205 3.521  0.401
H 3.376 1.661 4.036  0.413
H 3.239 -1.954 3.476  0.674
H 1.806 -2.145 2.455  0.305
H 1.706 -2.075 5.529  0.367
H 1.602 -3.522 4.512  0.385
H 0.336 -2.286 4.442  0.113
N -1.911 -2.170 -2.047  -0.618
C -1.591 -1.489 -1.161  -0.338